P.
Density functional theory data (ωB97M-V/def2-TZVPD) for a molecular structure, C5H12O2.

```
19
C5H12O2, DFT ωB97M-V/def2-TZVPD
C -2.35 -0.32 1.30
O -0.62 -0.43 0.84
C -0.20 0.51 -0.19
C -0.33 1.93 0.32
C 1.21 0.15 -0.66
C 1.38 -1.31 -1.09
O 1.50 -2.18 0.01
H -2.72 -0.12 0.27
H -0.37 -0.07 1.71
H -2.46 -1.42 1.40
H -0.91 0.32 -1.00
H 0.39 2.10 1.14
H -1.34 2.11 0.70
H -0.10 2.65 -0.47
H 1.94 0.38 0.12
H 1.43 0.81 -1.51
H 0.56 -1.60 -1.75
H 2.31 -1.41 -1.66
H 0.68 -2.10 0.52
```

Calculated values
Highest occupied orbital energy ... -7.99 eV
Gap between HOMO and LUMO ... 8.77 eV
2S+1 ... 1
Total charge ... 0

---

Q.
Density functional theory data (ωB97M-V/def2-TZVPD) for 2 unconnected molecules or ions with the total composition C5H12O2.

```
19
C5H12O2, DFT ωB97M-V/def2-TZVPD
C 2.04 1.34 -1.03
C 1.06 0.74 0.02
C -0.25 -0.01 -0.46
C 0.07 -1.54 -0.36
C -1.14 -2.17 0.24
O -1.65 -1.59 1.18
H 1.54 2.07 -1.62
H 2.23 0.61 -1.73
H 2.81 1.73 -0.32
H 1.56 -0.08 0.62
H 0.84 1.47 0.75
H -0.98 0.25 0.27
H -0.60 0.32 -1.45
H 0.50 -1.89 -1.30
H 0.92 -1.88 0.30
H -1.57 -3.14 -0.04
O -2.61 1.53 1.90
H -3.04 1.11 1.14
H -1.73 1.13 1.90
```

Calculated values
Highest occupied orbital energy ... -10.11 eV
Structure (SMILES) ... CCCCC=O.O
Gap between HOMO and LUMO ... 10.94 eV
2S+1 ... 1
Total charge ... 0

---

R.
Density functional theory data (ωB97M-V/def2-TZVPD) for a single C5H12O2 molecule.

```
19
C5H12O2, DFT ωB97M-V/def2-TZVPD
C -0.42 0.03 2.68
C 0.34 -0.32 1.41
C -0.38 0.12 0.13
O -0.39 1.53 0.01
C 0.25 -0.49 -1.12
C -0.43 -0.04 -2.41
O 1.62 -0.07 -1.10
H -0.63 1.11 2.73
H -1.38 -0.50 2.73
H 0.15 -0.24 3.58
H 1.33 0.15 1.42
H 0.52 -1.41 1.37
H -1.43 -0.19 0.18
H 0.49 1.74 -0.35
H 0.19 -1.59 -1.04
H -0.26 1.03 -2.57
H -0.02 -0.59 -3.27
H -1.51 -0.21 -2.38
H 1.95 -0.06 -2.00
```

Calculated values
Highest occupied orbital energy ... -10.03 eV
Structure (SMILES) ... CC[C@@H](O)[C@@H](C)O
Gap between HOMO and LUMO ... 10.84 eV
2S+1 ... 1
Total charge ... 0

---

S.
Density functional theory data (ωB97M-V/def2-TZVPD) for a molecular structure, C5H12O2.

```
19
C5H12O2, DFT ωB97M-V/def2-TZVPD
C -0.88 0.20 0.21
C 1.59 -0.15 -0.37
C -1.52 -1.00 -0.41
C 0.24 0.04 1.06
C -1.05 1.49 -0.53
O 2.72 0.56 0.06
O 1.84 -1.51 -0.59
H 2.96 0.28 0.95
H 1.95 -1.96 0.25
H 1.34 0.26 -1.35
H -0.82 1.36 -1.59
H -2.24 -0.76 -1.19
H -2.05 -1.63 0.30
H -0.87 -1.71 -0.94
H 0.60 0.93 1.57
H 0.32 -0.89 1.60
H -1.61 0.40 1.57
H -0.43 2.29 -0.13
H -2.10 1.80 -0.46
```

Calculated values
Highest occupied orbital energy ... -7.75 eV
Gap between HOMO and LUMO ... 8.42 eV
2S+1 ... 1
Total charge ... 0

---

Need the numbers? Relative energies in kJ/mol: P 399.9; Q 147.0; R 0.0; S 357.2.

---

P.
Density functional theory data (ωB97M-V/def2-TZVPD) for 2 unconnected molecules or ions with the total composition C5H12O2.

```
19
C5H12O2, DFT ωB97M-V/def2-TZVPD
C -0.38 -2.10 1.33
C 0.32 -0.74 1.39
C 0.92 -0.19 0.12
C 1.20 1.10 -0.04
O 0.66 2.04 0.82
H -1.37 -2.05 0.88
H 0.21 -2.82 0.75
H -0.48 -2.50 2.34
H -0.31 0.00 1.88
H 1.21 -0.84 2.03
H 1.27 -0.90 -0.62
H 1.94 1.43 -0.75
H 0.53 2.87 0.34
C -0.86 0.90 -2.07
O -1.23 -0.04 -1.07
H -1.69 0.92 -2.76
H -0.67 1.93 -1.72
H 0.05 0.59 -2.60
H -1.34 0.41 -0.22
```

Calculated values
Highest occupied orbital energy ... -8.28 eV
Structure (SMILES) ... CC/C=C\O.CO
Gap between HOMO and LUMO ... 8.95 eV
2S+1 ... 1
Total charge ... 0

---

Q.
Density functional theory data (ωB97M-V/def2-TZVPD) for 3 unconnected molecules or ions with the total composition C5H12O2.

```
19
C5H12O2, DFT ωB97M-V/def2-TZVPD
C 2.79 -0.45 0.62
C 1.66 0.10 -0.24
C 0.40 -0.08 0.56
O 0.07 0.70 1.42
H 3.76 -0.33 0.14
H 2.80 0.08 1.58
H 2.65 -1.52 0.82
H 1.59 -0.43 -1.20
H 1.80 1.17 -0.43
H -0.15 -1.03 0.41
C -1.22 0.56 -1.55
C -2.41 0.55 -0.97
H -0.80 -0.32 -2.03
H -0.59 1.45 -1.53
H -3.04 -0.34 -0.95
H -2.81 1.42 -0.45
O -2.59 -0.09 1.73
H -1.70 0.31 1.75
H -2.42 -1.02 1.54
```

Calculated values
Highest occupied orbital energy ... -9.84 eV
Structure (SMILES) ... CCC=O.C=C.O
Gap between HOMO and LUMO ... 10.40 eV
2S+1 ... 1
Total charge ... 0

---

Need the numbers? Relative energies in kJ/mol: P 46.1; Q 0.0.

---

P.
Density functional theory data (ωB97M-V/def2-TZVPD) for a single C5H12O2 molecule.

```
19
C5H12O2, DFT ωB97M-V/def2-TZVPD
C 2.12 0.00 1.51
C 0.81 0.63 1.01
C 0.24 0.00 -0.26
O 0.26 -1.43 -0.20
C -1.24 0.37 -0.47
C -1.71 0.07 -1.89
O -2.03 -0.31 0.49
H 1.97 -0.97 2.00
H 2.87 -0.13 0.72
H 2.57 0.65 2.27
H 0.05 0.55 1.79
H 0.98 1.69 0.81
H 0.82 0.33 -1.14
H 1.06 -1.68 0.27
H -1.37 1.44 -0.26
H -1.52 -0.99 -2.13
H -2.78 0.26 -1.98
H -1.18 0.68 -2.63
H -1.69 -1.22 0.47
```

Calculated values
Highest occupied orbital energy ... -10.06 eV
Structure (SMILES) ... CC[C@@H](O)[C@@H](C)O
Gap between HOMO and LUMO ... 10.90 eV
2S+1 ... 1
Total charge ... 0

---

Q.
Density functional theory data (ωB97M-V/def2-TZVPD) for a molecular structure, C5H12O2.

```
19
C5H12O2, DFT ωB97M-V/def2-TZVPD
C -1.81 -0.41 1.39
O -0.63 -0.52 0.63
C -0.23 0.40 -0.40
C -0.50 1.82 0.05
C 1.25 0.14 -0.70
C 1.54 -1.28 -1.22
O 1.56 -2.25 -0.20
H -2.38 0.54 1.73
H -1.65 0.06 2.66
H -2.15 -1.44 1.49
H -0.81 0.19 -1.32
H 0.04 2.02 0.98
H -1.57 1.96 0.22
H -0.18 2.54 -0.71
H 1.84 0.30 0.21
H 1.59 0.87 -1.45
H 0.81 -1.53 -2.01
H 2.54 -1.31 -1.68
H 0.75 -2.12 0.32
```

Calculated values
Highest occupied orbital energy ... -9.21 eV
Gap between HOMO and LUMO ... 10.04 eV
2S+1 ... 1
Total charge ... 0

---

R.
Density functional theory data (ωB97M-V/def2-TZVPD) for 2 unconnected molecules or ions with the total composition C5H12O2.

```
19
C5H12O2, DFT ωB97M-V/def2-TZVPD
C 2.46 -1.05 0.28
C 1.67 0.14 0.75
C 0.38 0.38 0.54
O -0.17 1.52 1.05
C -0.53 -0.51 -0.28
C -2.02 -0.46 0.04
O -2.50 0.88 -0.10
H 3.23 -0.76 -0.44
H 2.97 -1.54 1.12
H 1.84 -1.81 -0.21
H 2.22 0.90 1.31
H -1.08 1.61 0.71
H -0.22 -1.55 -0.15
H -0.40 -0.28 -1.35
H -2.20 -0.83 1.06
H -2.55 -1.12 -0.66
H -3.36 0.94 0.34
H 0.55 1.80 -2.23
H -0.15 1.87 -1.99
```

Calculated values
Highest occupied orbital energy ... -8.02 eV
Structure (SMILES) ... C/C=C(/O)CCO.[H][H]
Gap between HOMO and LUMO ... 8.65 eV
2S+1 ... 1
Total charge ... 0

---

S.
Density functional theory data (ωB97M-V/def2-TZVPD) for 2 unconnected molecules or ions with the total composition C5H12O2.

```
19
C5H12O2, DFT ωB97M-V/def2-TZVPD
C -0.97 -0.10 0.96
C -1.99 0.50 0.03
O -1.85 -0.02 -1.30
C -0.54 0.13 -1.74
C 0.47 -0.64 -0.95
O 1.56 0.39 0.48
C 2.37 -0.48 1.25
H 0.55 0.29 0.80
H -1.18 -1.14 1.20
H -0.94 0.47 1.90
H -1.87 1.59 -0.01
H -3.03 0.28 0.29
H -0.50 -0.28 -2.76
H -0.23 1.18 -1.80
H 0.16 -1.62 -0.60
H 1.46 -0.62 -1.39
H 3.16 -0.89 0.61
H 1.78 -1.30 1.67
H 2.85 0.07 2.07
```

Calculated values
Highest occupied orbital energy (alpha / beta) ... -7.77 / -7.77 eV
Gap between HOMO and LUMO (alpha / beta) ... 7.89 / 7.89 eV
2S+1 ... 1
Total charge ... 0

---

Need the numbers? Relative energies in kJ/mol: P 0.0; Q 295.6; R 149.6; S 510.6.

---

P.
Density functional theory data (ωB97M-V/def2-TZVPD) for a molecular structure, C5H12O2.

```
19
C5H12O2, DFT ωB97M-V/def2-TZVPD
C 2.61 0.43 -1.76
C 1.90 0.05 -0.48
O 1.06 1.09 -0.02
C -1.07 -0.30 1.37
C -2.48 -0.77 1.60
O -2.92 -0.60 0.28
C -1.75 0.11 -0.09
H 3.19 1.34 -1.61
H 1.89 0.59 -2.58
H 3.29 -0.37 -2.07
H 2.61 -0.14 0.32
H 1.31 -0.87 -0.64
H -0.33 -1.10 1.30
H -0.72 0.40 2.15
H -2.59 -1.79 1.94
H -3.03 -0.11 2.27
H 0.37 1.21 -0.69
H -1.95 1.18 -0.27
H -1.39 -0.35 -1.03
```

Calculated values
Highest occupied orbital energy ... -9.55 eV
Gap between HOMO and LUMO ... 10.45 eV
2S+1 ... 1
Total charge ... 0

---

Q.
Density functional theory data (ωB97M-V/def2-TZVPD) for 2 unconnected molecules or ions with the total composition C5H12O2.

```
19
C5H12O2, DFT ωB97M-V/def2-TZVPD
C 0.75 -1.06 1.75
C -0.10 0.05 1.13
C -0.98 -0.56 0.01
C -0.21 -0.46 -1.34
C -0.75 -1.03 -2.62
O -1.72 -0.54 -3.16
H 0.15 -1.89 2.16
H 1.37 -1.60 1.03
H 1.36 -0.70 2.57
H 0.55 0.89 0.91
H -0.81 0.36 1.90
H -1.92 -0.05 -0.16
H -1.05 -1.62 0.23
H 0.74 -0.99 -1.18
H 0.08 0.59 -1.47
H -0.21 -1.85 -3.12
O 1.14 3.32 0.74
H 0.31 3.80 0.84
H 1.30 3.36 -0.21
```

Calculated values
Highest occupied orbital energy ... -9.76 eV
Structure (SMILES) ... CCCCC=O.O
Gap between HOMO and LUMO ... 10.42 eV
2S+1 ... 1
Total charge ... 0

---

Need the numbers? Relative energies in kJ/mol: P 127.4; Q 0.0.

---

P.
Density functional theory data (ωB97M-V/def2-TZVPD) for a molecular structure, C5H12O2.

```
19
C5H12O2, DFT ωB97M-V/def2-TZVPD
C 2.07 1.20 -0.36
C 1.29 -0.05 -0.28
C 2.10 -1.30 -0.07
C -0.86 0.47 0.47
C -1.87 -0.50 -0.11
H 1.31 2.43 -0.45
H 2.70 1.20 -0.97
H 2.57 1.39 0.74
H 0.53 0.06 -1.10
H 2.87 -1.47 -0.83
H 1.53 -2.19 0.10
H 3.01 -1.00 0.98
H -0.39 1.45 -0.33
H -1.15 1.07 1.57
H -2.18 -1.52 0.39
H -1.29 -1.00 -1.30
H -3.64 -0.77 -0.79
O 0.32 -0.08 0.76
O -3.10 0.26 -0.24
```

Calculated values
Highest occupied orbital energy ... -9.49 eV
Gap between HOMO and LUMO ... 9.76 eV
2S+1 ... 1
Total charge ... 0

---

Q.
Density functional theory data (ωB97M-V/def2-TZVPD) for a single C5H12O2 molecule.

```
19
C5H12O2, DFT ωB97M-V/def2-TZVPD
C -1.32 -0.23 2.36
C -1.43 -0.13 0.84
C -0.05 0.14 0.23
O 0.82 -0.90 0.66
C -0.07 0.28 -1.29
C 1.32 0.55 -1.85
O 2.09 -0.65 -1.76
H -2.28 -0.48 2.82
H -0.59 -0.99 2.63
H -0.99 0.73 2.78
H -2.13 0.66 0.55
H -1.80 -1.08 0.43
H 0.31 1.09 0.64
H 1.28 -1.23 -0.13
H -0.74 1.10 -1.58
H -0.46 -0.64 -1.76
H 1.80 1.36 -1.28
H 1.27 0.86 -2.90
H 2.96 -0.44 -1.40
```

Calculated values
Highest occupied orbital energy ... -9.85 eV
Structure (SMILES) ... CC[C@@H](O)CCO
Gap between HOMO and LUMO ... 10.69 eV
2S+1 ... 1
Total charge ... 0

---

Need the numbers? Relative energies in kJ/mol: P 851.3; Q 0.0.